The following is a DFT calculation (wB97M-V/def2-TZVPD) of a cluster of 2 separate species, C29H23FO4S in total in a non-equilibrium geometry.

Element x y z (Å)
C (2.3698, 3.9992, 1.9831)
C (2.2553, 2.5621, 1.5481)
O (0.8426, 2.4341, 1.2163)
C (0.3628, 1.1702, 1.1516)
C (-1.0969, 1.2597, 0.9914)
F (-1.7531, 0.1082, 1.1344)
S (-1.8423, 2.6798, 1.9721)
C (-3.6369, 2.5488, 1.9883)
C (-4.3520, 3.1232, 0.9397)
C (-5.7413, 2.9798, 0.8971)
C (-6.4052, 2.3094, 1.9309)
C (-5.6869, 1.8433, 3.0381)
C (-4.2955, 1.9790, 3.0781)
O (-1.4070, 2.4659, 3.3386)
O (-1.5672, 3.9073, 1.2605)
O (1.0329, 0.1525, 1.2833)
H (3.4093, 4.3207, 2.0517)
H (1.8294, 4.6422, 1.2830)
H (1.9056, 4.1189, 2.9675)
H (2.8519, 2.3479, 0.6472)
H (2.5103, 1.8595, 2.3546)
H (-3.8105, 3.6822, 0.1798)
H (-6.2915, 3.3909, 0.0499)
H (-7.4858, 2.1638, 1.8769)
H (-6.2010, 1.3673, 3.8746)
H (-3.7158, 1.6606, 3.9429)
C (1.2602, -1.5959, -1.2851)
C (2.0602, -0.5189, -1.8116)
C (1.4684, 0.4494, -2.6499)
C (2.2534, 1.3668, -3.3406)
C (3.6441, 1.3752, -3.1641)
C (4.2425, 0.4603, -2.2873)
C (3.4609, -0.4664, -1.6039)
C (1.5619, -2.3583, -0.1020)
C (0.7216, -3.5256, -0.0804)
C (0.9581, -4.5489, 0.8266)
C (1.9874, -4.3927, 1.7645)
C (2.7569, -3.2152, 1.8024)
C (2.5342, -2.1937, 0.8785)
C (-0.1196, -3.4862, -1.2650)
C (0.2206, -2.3000, -2.0100)
C (-0.2438, -2.1600, -3.3175)
C (-1.0346, -3.1723, -3.8743)
C (-1.3581, -4.3248, -3.1377)
C (-0.8924, -4.4897, -1.8261)
H (0.3846, 0.4470, -2.7654)
H (1.7827, 2.0677, -4.0318)
H (4.2653, 2.0844, -3.7144)
H (5.3246, 0.4574, -2.1381)
H (3.9280, -1.2029, -0.9519)
H (0.3387, -5.4458, 0.7805)
H (2.1934, -5.1884, 2.4803)
H (3.5432, -3.0862, 2.5476)
H (3.0906, -1.2642, 0.9212)
H (0.0507, -1.2912, -3.8977)
H (-1.3904, -3.0700, -4.9000)
H (-1.9710, -5.1046, -3.5892)
H (-1.1033, -5.3829, -1.2376)

The HOMO energy comes out at -0.2245 hartree. The LUMO energy is -3.11 eV. For the molecular weight, the calculation gives 486.56 g/mol. As for the gap between HOMO and LUMO: 3.000 eV.